[1]
9
Properties=species:S:1:pos:R:3:forces:R:3 method="wB97M-V/def2-TZVPD" total_charge=+2 e_tot_ev=-10731.92494 s_squared=8.78 lumo_ev="-11.8 / -14.4" orbital_gap_ev="6.521 / 7.457" multiplicity=6 homo_energy_ev="-18.281 / -21.883"
H 1.63823 -0.97609 0.77381 0.72 1.57 0.57
H 2.46007 -0.02456 -0.67540 -0.20 -0.26 0.12
O -0.06407 -0.81400 -1.84147 -0.66 -0.34 0.10
C 1.91308 0.29625 0.21328 -1.55 -1.40 -1.03
C 0.53921 -0.15236 0.35752 -0.96 1.82 -1.85
C -0.43919 -0.41824 -0.74279 2.53 0.34 1.22
H 2.06995 1.34760 0.47993 0.63 -0.65 1.36
F -0.18176 0.54945 1.35227 0.58 -1.05 -0.52
Ir -2.08776 0.58194 -0.09331 -1.10 -0.03 0.03



[2]
9
Properties=species:S:1:pos:R:3:forces:R:3 method="wB97M-V/def2-TZVPD" total_charge=0 smiles=Fc1cn[nH]c1 e_tot_ev=-8856.07024 lumo_ev=1.0 orbital_gap_ev=10.227 homo_energy_ev=-9.247
C -0.71833 0.00818 0.10728 0.74 1.41 -0.79
C 0.17051 1.14907 0.02979 -2.80 -0.44 0.56
C 0.10138 -1.06012 0.07787 -0.92 -1.05 -0.16
H -0.11719 2.19053 0.13261 0.33 -0.18 -0.27
H 2.23809 -1.13568 -0.09520 -1.21 0.58 0.15
H -0.17090 -2.07516 0.13632 -0.07 -1.00 -0.14
N 1.38308 0.73100 -0.03056 2.20 -0.30 -0.38
N 1.34316 -0.61966 -0.06825 1.93 0.74 0.44
F -2.03945 -0.03799 -0.08575 -0.19 0.22 0.59



[3]
9
Properties=species:S:1:pos:R:3:forces:R:3 method="wB97M-V/def2-TZVPD" total_charge=0 smiles="FC1N=CC=N1" e_tot_ev=-8855.00194 lumo_ev=0.0 orbital_gap_ev=10.105 homo_energy_ev=-10.111
C -0.04691 1.14288 -0.25634 0.00 -5.69 0.83
C -1.12619 0.27633 0.38693 1.47 0.40 0.16
C 0.81265 -0.88859 -0.17028 -4.61 0.22 0.17
N 0.98415 0.45042 -0.53328 -0.35 1.22 -0.89
N -0.71830 -0.87547 0.67054 2.53 -0.98 -1.21
F 1.82445 -1.19875 0.59394 0.69 -1.55 0.63
H -0.09886 2.10609 -0.42312 -0.30 4.88 -0.96
H -2.07552 0.58868 0.73871 -0.90 0.58 0.04
H 0.44451 -1.60159 -1.00710 1.47 0.93 1.23



[4]
10
Properties=species:S:1:pos:R:3:forces:R:3 method="wB97M-V/def2-TZVPD" total_charge=0 smiles=FOc1cc[nH]n1 e_tot_ev=-10899.44133 lumo_ev=0.7 orbital_gap_ev=10.945 homo_energy_ev=-10.205
C 0.35575 0.88197 0.21134 -0.34 -0.27 -0.42
C 0.13554 0.71533 -1.11738 -0.51 -0.17 -0.66
C -0.20730 -0.24373 0.78401 -0.52 -1.65 4.26
N -0.69416 -1.06658 -0.09869 -1.14 -1.04 2.07
N -0.60348 -0.45224 -1.23279 1.12 -0.27 -4.07
O -0.32836 -0.64785 2.33839 0.27 1.34 -4.66
F 0.89297 -1.32141 2.55083 0.35 -0.21 0.25
H 0.77772 1.75968 0.55570 0.84 1.20 1.22
H 0.47354 1.42480 -1.87542 -0.59 -0.73 -0.15
H -0.80222 -1.04997 -2.11599 0.53 1.80 2.16



[5]
10
Properties=species:S:1:pos:R:3:forces:R:3 method="wB97M-V/def2-TZVPD" total_charge=0 e_tot_ev=-10898.72841 lumo_ev="-0.8 / -0.8" orbital_gap_ev="8.560 / 8.558" homo_energy_ev="-9.355 / -9.356"
C -0.19091 -0.33661 -0.39030 1.66 4.90 0.84
C -0.93019 -0.34274 0.70818 2.21 1.00 -3.28
C 0.47437 1.57077 -0.22060 1.21 -4.59 -1.94
N -1.05509 0.79359 1.41456 -0.41 2.26 2.05
N -0.34164 1.76209 1.02587 0.66 0.11 -0.83
O -0.23387 2.83041 1.60749 -0.21 0.56 0.17
F 0.20977 2.38461 -1.29122 -0.47 -0.52 1.60
H 0.32301 -0.95274 -1.06968 -0.01 -0.83 -0.59
H -1.45916 -1.11347 1.05907 -1.90 -3.00 1.32
H 1.65677 1.54965 -0.13598 -2.73 0.10 0.67



[6]
11
Properties=species:S:1:pos:R:3:forces:R:3 method="wB97M-V/def2-TZVPD" total_charge=0 e_tot_ev=-11831.24906 lumo_ev="-1.5 / -1.3" orbital_gap_ev="9.679 / 7.252" homo_energy_ev="-11.132 / -8.509"
C 1.09652 -1.30078 0.20671 0.71 -2.35 2.42
C 1.34991 0.98760 -0.09877 -0.37 -0.35 -0.52
C 0.71796 -0.16731 -0.46639 -2.27 -0.19 -1.94
N 1.44636 -2.08021 1.00776 -0.43 0.76 -1.53
N 1.79342 1.99242 0.17774 1.25 2.50 0.74
N -0.35163 -0.11746 -1.33799 0.61 -0.31 -0.86
N -1.29349 0.05609 1.65693 -0.21 -4.03 -0.51
F -1.93056 -0.16266 0.42725 -0.17 1.28 2.00
H -0.61875 0.63126 -1.95744 0.85 0.55 0.48
H -1.02541 -0.85029 -1.44646 0.40 -0.66 0.48
H -1.18433 1.01133 1.83065 -0.36 2.81 -0.77



[7]
8
Properties=species:S:1:pos:R:3:forces:R:3 method="wB97M-V/def2-TZVPD" total_charge=0 smiles="C=C(F)C=O" e_tot_ev=-7922.66553 lumo_ev=-0.1 orbital_gap_ev=10.423 homo_energy_ev=-10.475
C -0.16156 0.21832 -0.12071 2.01 -0.58 0.22
C 1.08373 0.54358 -0.30592 2.75 0.99 -1.40
C -0.82242 -0.84226 0.59354 -0.75 0.81 -0.62
H 1.18360 1.40500 -0.99506 0.13 -0.35 0.61
H 2.07493 0.09735 -0.05383 -1.56 -0.06 0.28
H -1.80818 -0.48110 0.66378 -2.34 0.00 0.86
O -0.48296 -1.92377 0.90261 1.31 -1.97 0.79
F -1.06714 0.98289 -0.68442 -1.55 1.16 -0.75



[8]
8
Properties=species:S:1:pos:R:3:forces:R:3 method="wB97M-V/def2-TZVPD" total_charge=0 smiles="F[C@H]1C=CO1" e_tot_ev=-7920.47127 lumo_ev=0.4 orbital_gap_ev=10.301 homo_energy_ev=-9.889
C -0.46062 -0.59838 0.30729 -2.13 -2.73 0.85
C 0.86415 -0.13460 -0.29962 -0.32 1.37 1.84
C -1.04021 0.61979 0.32316 5.98 -1.67 -0.70
O 0.27103 1.21122 -0.14906 -0.12 0.91 0.97
F 2.36638 -0.39771 0.05766 -4.82 1.01 -0.16
H -0.98172 -1.61740 0.37448 1.24 1.54 0.16
H 0.83528 -0.27010 -1.31188 0.73 -0.81 -2.58
H -1.85429 1.18719 0.69798 -0.57 0.38 -0.39



[9]
9
Properties=species:S:1:pos:R:3:forces:R:3 method="wB97M-V/def2-TZVPD" total_charge=0 e_tot_ev=-9970.59749 lumo_ev=0.2 orbital_gap_ev=10.311 homo_energy_ev=-10.098
C -0.05788 -0.67535 0.09784 -1.49 1.60 1.06
C -1.57514 0.58935 0.23052 0.97 -0.13 -0.66
C 1.27540 -0.01169 -0.13027 -0.11 -0.99 -1.05
O -0.27549 -1.82252 0.24249 -0.28 0.67 -0.27
O -1.63467 1.76070 0.45012 0.71 -1.83 -0.07
F -2.71026 -0.07247 -0.13873 0.76 -0.08 0.32
H 2.01176 -0.79016 -0.16602 0.29 -0.83 0.26
H 1.66317 0.69103 0.57434 -0.58 0.83 0.41
H 1.30311 0.33111 -1.16027 -0.27 0.76 0.00



[10]
13
Properties=species:S:1:pos:R:3:forces:R:3 method="wB97M-V/def2-TZVPD" total_charge=0 e_tot_ev=-35734.34842 lumo_ev=-0.1 orbital_gap_ev=10.700 homo_energy_ev=-10.789
C -0.58182 0.04076 -0.12160 0.77 -1.93 1.86
C 0.30445 -0.92169 0.13919 0.35 0.26 -0.58
C -2.07006 -0.08223 -0.10239 -1.11 0.00 -1.03
O 0.23742 2.25741 0.99546 -0.36 0.66 1.09
O 2.72210 -0.14169 1.22037 -0.37 0.07 1.27
O 2.71607 -1.13512 -0.94453 0.59 -1.29 -2.25
O 1.69980 1.12499 -0.61637 0.28 -1.55 -0.27
F 0.12389 -2.25681 0.34858 0.15 1.86 -0.06
S 0.21482 1.69693 -0.32051 -0.90 -0.14 -0.65
S 2.04589 -0.38204 0.01020 -0.60 1.13 0.91
H -2.58343 0.73964 0.44300 0.56 -0.50 -0.19
H -2.62883 -1.07329 0.12339 1.70 1.51 -0.20
H -2.20030 0.13315 -1.17479 -1.06 -0.10 0.10



[11]
12
Properties=species:S:1:pos:R:3:forces:R:3 method="wB97M-V/def2-TZVPD" total_charge=+4 e_tot_ev=-45530.76872 s_squared=2.01 lumo_ev="-17.4 / -21.7" orbital_gap_ev="7.318 / 2.951" multiplicity=3 homo_energy_ev="-24.681 / -24.681"
C -1.43737 -1.44114 -1.19130 -1.95 0.43 -1.12
C -0.06781 -1.37197 -0.61677 0.21 0.44 0.37
O 0.08964 -0.32012 0.22557 -0.32 -1.51 -0.69
O -1.85350 -2.30937 -1.98852 0.91 -0.07 0.36
H -2.19136 -0.64987 -1.04868 -0.13 -0.16 0.21
H 0.67625 -1.34817 -1.44567 0.64 0.21 -0.36
H 0.15724 -2.32848 -0.09164 0.37 -0.52 0.68
F -0.87638 -3.25612 -2.27800 -0.26 0.04 0.06
C 1.25480 1.93509 0.68389 0.84 1.15 1.08
O 1.47043 2.62653 1.59478 -0.39 -1.52 -2.25
Yb 1.76883 5.30860 3.39175 0.10 0.54 0.56
O 1.00924 3.15501 2.76458 -0.01 0.98 1.11



[12]
8
Properties=species:S:1:pos:R:3:forces:R:3 method="wB97M-V/def2-TZVPD" total_charge=0 e_tot_ev=-16708.13229 lumo_ev="-2.1 / -2.1" orbital_gap_ev="6.928 / 6.926" homo_energy_ev="-9.061 / -9.060"
C 1.31816 -0.40139 0.19712 -0.74 0.10 -0.18
C 0.22900 0.21360 -0.30467 1.87 0.70 -0.06
C -1.03350 -0.29261 -0.11501 -3.39 -0.16 0.69
F -2.12208 1.84416 0.18485 1.09 -1.63 -0.31
S -2.24413 -1.21630 0.05086 1.28 0.93 -0.18
H 2.30019 0.01214 0.05715 0.15 0.16 -0.07
H 1.24364 -1.31273 0.76638 -0.07 -0.15 0.09
H 0.30872 1.15312 -0.83668 -0.19 0.04 0.03